The following is a quantum chemistry calculation of the molecule C20H20ClN3O2, from the OMol25 dataset.

Each line ends with the Löwdin charge.
Element x y z (Å)
H  -4.185  -1.981  0.342  0.08
H  1.474  1.386  -0.663  0.12
H  6.604  1.343  1.690  0.12
C  0.052  -1.503  0.407  -0.22
C  -3.320  0.177  -1.384  -0.10
Cl  -2.681  1.535  1.343  0.79
C  -0.954  0.335  -0.896  -0.42
N  3.682  0.597  0.507  0.13
C  -5.739  0.043  -0.763  -0.05
H  -5.907  -0.418  -1.725  0.12
H  6.677  0.713  -2.548  0.07
C  -3.406  -2.456  -0.251  0.01
N  -1.128  -2.190  0.361  0.16
C  -6.809  0.260  0.085  -0.08
N  -2.128  -0.422  -0.810  0.02
H  3.198  -1.797  1.632  0.10
H  -5.141  1.687  2.651  0.10
C  -5.321  1.222  1.695  -0.10
C  2.488  -0.127  0.492  -0.20
H  5.526  2.303  0.657  0.11
H  -3.193  -3.437  0.163  0.09
H  7.658  1.602  -0.478  0.11
H  7.203  -0.088  -0.244  0.11
H  -3.677  -0.433  -2.220  0.13
C  4.887  0.270  1.061  -0.48
H  3.633  1.477  0.011  0.14
C  -6.598  0.846  1.322  -0.08
H  -7.424  1.015  1.995  0.11
O  5.106  -0.752  1.671  0.07
C  1.155  -2.050  1.073  0.01
C  5.962  1.314  0.809  -0.12
H  5.213  0.228  -1.699  0.07
C  -4.254  1.011  0.833  -0.57
H  -2.983  1.144  -1.783  0.13
H  1.042  -3.010  1.550  0.11
C  6.023  0.953  -1.712  -0.11
C  -2.144  -1.659  -0.215  -0.32
H  -3.769  -2.566  -1.271  0.09
C  6.810  0.917  -0.407  -0.24
C  1.406  0.425  -0.172  0.05
O  -0.936  1.391  -1.500  0.05
C  0.190  -0.252  -0.215  -0.07
H  -7.803  -0.030  -0.217  0.10
C  -4.443  0.407  -0.409  -0.24
C  2.351  -1.376  1.118  0.01
H  5.605  1.944  -1.885  0.07

## Properties
**HOMO**: -8.0 eV
**Charge**: 0
**Spin multiplicity**: 1
**Relative energy (zero: lowest compared OMol25 entry of this formula, charge and spin)**: 0.0 kJ/mol
**Frontier orbital gap**: 0.317 Ha
**LUMO energy**: 0.6 eV
**Electronic energy**: -42154.483 eV


The following is a quantum chemistry calculation of a structure of composition C19H18BrIN2O2Sn at a distorted geometry, from the OMol25 dataset.

Each line ends with the Löwdin charge.
Element x y z (Å)
H  3.792  -0.844  -1.939  0.10
O  -1.556  0.357  0.382  -0.35
C  -2.945  -1.303  -1.107  -0.23
C  -0.477  1.019  0.649  -0.72
C  0.965  0.635  -4.237  -0.06
N  1.200  -2.164  -0.242  0.08
C  3.295  -1.420  -1.169  0.00
C  -0.395  0.787  -3.987  -0.04
N  -0.215  -0.672  -2.078  0.08
H  1.314  -3.276  1.495  0.07
C  -0.048  4.483  2.075  -0.08
Sn  -1.619  -1.867  0.491  1.37
H  -1.392  5.591  3.364  0.10
Br  -3.120  0.965  2.660  0.74
C  -0.759  2.236  1.503  -0.18
H  -2.510  -3.807  2.056  -0.01
O  0.683  0.720  0.327  -0.01
H  1.432  1.085  -5.115  0.11
H  2.806  -0.224  -3.464  0.10
H  3.767  -3.150  1.707  0.11
H  -1.328  -3.059  3.158  -0.12
H  -3.881  -1.868  -1.051  0.01
C  1.896  -2.756  0.726  -0.17
C  1.115  -0.747  -2.228  -0.20
C  -0.913  0.156  -2.845  -0.13
C  1.886  -1.482  -1.184  -0.20
C  -1.501  -3.354  2.119  -0.41
H  5.105  -1.996  -0.138  0.11
C  0.172  3.276  1.416  -0.02
C  3.295  -2.695  0.839  -0.04
H  -3.152  -0.229  -1.096  0.02
C  -1.887  2.379  2.353  -0.58
I  -0.081  -0.953  3.134  0.32
C  4.017  -2.035  -0.153  -0.04
H  0.665  5.298  1.952  0.10
C  -2.090  3.588  3.023  -0.13
H  1.069  3.111  0.817  0.12
C  -1.193  4.651  2.858  -0.08
H  -2.398  -1.582  -2.010  -0.01
C  1.729  -0.119  -3.343  0.00
H  -1.958  0.300  -2.574  0.09
H  -0.749  -4.097  1.830  -0.01
H  -1.062  1.363  -4.622  0.11
H  -2.973  3.699  3.648  0.09

## Properties
**HOMO**: -7.1 eV
**Charge**: 0
**Spin multiplicity**: 1
**Relative energy (zero: lowest compared OMol25 entry of this formula, charge and spin)**: 415.7 kJ/mol
**Frontier orbital gap**: 0.225 Ha
**LUMO energy**: -1.0 eV
**Electronic energy**: -111042.764 eV


The following is a quantum chemistry calculation of a structure of composition C28H49N2O2P3Ti at a distorted geometry, from the OMol25 dataset.

Each line ends with the Mulliken spin population.
Element x y z (Å)
H  0.252  -3.222  -4.337  0.00
H  2.879  3.126  -4.074  0.00
H  -2.416  -3.076  0.578  0.00
C  4.111  0.509  2.669  0.00
H  3.369  -2.840  1.794  0.00
C  2.571  -1.569  -2.774  0.00
H  -4.190  -0.670  1.383  0.00
H  -3.901  2.635  6.339  0.00
C  1.383  -0.549  2.135  0.00
C  1.450  2.677  4.317  0.00
C  -3.983  2.203  2.483  0.00
C  3.867  -2.027  1.250  0.00
N  -2.109  1.898  3.667  0.00
N  -3.132  2.137  4.516  0.00
H  -3.186  -1.048  -2.913  0.00
H  1.029  0.429  2.483  0.01
H  0.773  2.367  -5.142  0.00
C  -4.351  -0.759  0.302  0.00
H  -1.656  -1.728  1.454  0.00
C  0.931  2.179  -4.102  0.24
H  4.828  -0.175  3.147  0.00
Ti  -1.927  1.464  -0.539  0.00
H  -0.406  0.336  -1.464  -0.06
H  -5.598  3.687  4.880  0.00
H  -2.285  3.241  6.120  0.00
H  -3.381  2.289  -2.507  0.00
H  3.123  -2.390  -3.238  0.00
H  -2.238  4.096  -0.276  0.00
C  -0.001  1.467  -3.349  0.06
H  -1.235  0.053  5.384  0.00
O  -1.868  1.671  1.366  0.00
P  0.866  -2.061  -2.297  0.03
C  -1.854  -2.144  0.463  0.00
H  2.681  1.814  5.882  0.00
C  0.757  0.811  5.723  0.00
H  0.751  -0.848  1.290  0.00
O  2.317  0.368  -0.994  0.25
C  -5.558  2.666  4.462  0.00
H  2.296  -3.907  -1.603  0.00
C  0.192  2.679  3.719  0.00
H  -2.177  -2.420  -2.386  0.00
H  3.893  -2.224  0.168  0.00
H  -0.888  -2.390  0.008  0.00
H  -0.942  1.180  -3.782  0.00
H  -4.244  2.717  -1.019  0.00
H  -0.067  3.427  2.964  0.00
C  2.347  2.378  -2.161  0.21
H  1.076  -4.424  -2.822  0.00
H  0.592  -4.178  -1.127  0.00
C  0.183  -2.178  -4.000  0.01
H  0.986  0.091  6.518  0.00
C  -4.275  2.353  3.822  0.00
H  -2.563  1.471  6.414  0.00
H  2.205  3.411  4.016  0.00
C  -3.258  2.560  -1.455  0.00
C  -2.932  2.377  5.921  0.00
H  4.683  1.229  2.060  0.00
H  0.761  -1.517  -4.658  0.00
H  3.231  2.716  -1.609  0.00
H  -3.911  -2.421  -2.081  0.00
C  -2.614  1.920  2.406  0.00
P  -2.751  -0.909  -0.548  0.00
C  1.715  1.769  5.361  0.00
H  3.087  -1.271  -1.857  0.00
H  2.860  0.264  0.290  -0.01
C  0.236  1.152  -1.984  0.21
C  -3.025  -1.782  -2.119  0.00
C  -2.084  3.320  -1.038  0.00
P  3.081  -0.442  1.566  0.04
H  3.525  1.019  3.449  0.00
H  -4.858  0.145  -0.049  0.00
C  -0.772  1.768  4.141  0.00
C  -0.486  0.792  5.101  0.00
H  -4.994  -1.625  0.104  0.00
H  -0.858  -1.834  -4.008  0.00
H  -4.674  2.287  1.642  0.00
C  1.251  -3.818  -1.927  0.01
H  1.293  -1.300  2.936  0.00
H  -6.364  2.594  3.712  0.00
H  -1.334  3.543  -1.812  0.00
C  1.627  1.302  -1.599  0.07
C  2.108  2.631  -3.493  -0.09
H  2.495  -0.707  -3.448  0.00
H  4.912  -1.987  1.599  0.00
H  -5.821  1.975  5.279  0.00

## Properties
**<S²>**: 0.792
**HOMO (alpha / beta)**: -15.7 / -15.6 eV
**Charge**: +3
**Spin multiplicity**: 2
**Relative energy (zero: lowest compared OMol25 entry of this formula, charge and spin)**: 356.9 kJ/mol
**Frontier orbital gap (alpha / beta)**: 0.254 / 0.180 Ha
**LUMO energy (alpha / beta)**: -8.8 / -10.7 eV
**Electronic energy**: -87859.782 eV


The following is a quantum chemistry calculation of a structure of composition C2H8N5 at a distorted geometry, from the OMol25 dataset.

Each line ends with the Löwdin charge.
Element x y z (Å)
H  -1.263  0.816  0.663  0.14
C  1.446  -1.331  -0.033  0.01
N  -0.530  1.747  0.199  0.11
H  1.329  -1.956  0.869  0.11
C  -0.197  -0.434  -0.613  -0.19
H  -0.633  -0.947  -1.532  0.15
H  -1.390  -1.172  1.140  0.14
H  -1.095  2.333  -0.471  0.18
N  2.073  -0.140  0.278  -0.01
H  -2.139  -0.732  -0.231  0.10
N  1.636  0.945  -0.024  0.09
N  0.298  0.847  -0.567  -0.17
H  0.033  2.354  0.838  0.17
H  1.809  -1.840  -0.879  0.09
N  -1.377  -0.488  0.362  0.07

## Properties
**HOMO**: -14.4 eV
**Charge**: +1
**Spin multiplicity**: 1
**Relative energy (zero: lowest compared OMol25 entry of this formula, charge and spin)**: 468.4 kJ/mol
**Frontier orbital gap**: 0.401 Ha
**LUMO energy**: -3.5 eV
**Electronic energy**: -9643.125 eV


Repeat the first record exactly.
The following is a quantum chemistry calculation of the molecule C20H20ClN3O2, from the OMol25 dataset.

Each line ends with the Löwdin charge.
Element x y z (Å)
H  -4.185  -1.981  0.342  0.08
H  1.474  1.386  -0.663  0.12
H  6.604  1.343  1.690  0.12
C  0.052  -1.503  0.407  -0.22
C  -3.320  0.177  -1.384  -0.10
Cl  -2.681  1.535  1.343  0.79
C  -0.954  0.335  -0.896  -0.42
N  3.682  0.597  0.507  0.13
C  -5.739  0.043  -0.763  -0.05
H  -5.907  -0.418  -1.725  0.12
H  6.677  0.713  -2.548  0.07
C  -3.406  -2.456  -0.251  0.01
N  -1.128  -2.190  0.361  0.16
C  -6.809  0.260  0.085  -0.08
N  -2.128  -0.422  -0.810  0.02
H  3.198  -1.797  1.632  0.10
H  -5.141  1.687  2.651  0.10
C  -5.321  1.222  1.695  -0.10
C  2.488  -0.127  0.492  -0.20
H  5.526  2.303  0.657  0.11
H  -3.193  -3.437  0.163  0.09
H  7.658  1.602  -0.478  0.11
H  7.203  -0.088  -0.244  0.11
H  -3.677  -0.433  -2.220  0.13
C  4.887  0.270  1.061  -0.48
H  3.633  1.477  0.011  0.14
C  -6.598  0.846  1.322  -0.08
H  -7.424  1.015  1.995  0.11
O  5.106  -0.752  1.671  0.07
C  1.155  -2.050  1.073  0.01
C  5.962  1.314  0.809  -0.12
H  5.213  0.228  -1.699  0.07
C  -4.254  1.011  0.833  -0.57
H  -2.983  1.144  -1.783  0.13
H  1.042  -3.010  1.550  0.11
C  6.023  0.953  -1.712  -0.11
C  -2.144  -1.659  -0.215  -0.32
H  -3.769  -2.566  -1.271  0.09
C  6.810  0.917  -0.407  -0.24
C  1.406  0.425  -0.172  0.05
O  -0.936  1.391  -1.500  0.05
C  0.190  -0.252  -0.215  -0.07
H  -7.803  -0.030  -0.217  0.10
C  -4.443  0.407  -0.409  -0.24
C  2.351  -1.376  1.118  0.01
H  5.605  1.944  -1.885  0.07

## Properties
**HOMO**: -8.0 eV
**Charge**: 0
**Spin multiplicity**: 1
**Relative energy (zero: lowest compared OMol25 entry of this formula, charge and spin)**: 0.0 kJ/mol
**Frontier orbital gap**: 0.317 Ha
**LUMO energy**: 0.6 eV
**Electronic energy**: -42154.483 eV


Question: Look up the electronic energy of the second one.
Answer: -111042.764 eV